Density functional theory data (ωB97M-V/def2-TZVPD) for C19H25N3O3 as an isolated structure in a non-equilibrium geometry.

Geometry as ORCA input:
```
! RIJCOSX wB97M-V def2-TZVPD def2/J DEFGRID3
* xyz 0 1
C -5.379 -1.992 1.316
N -4.079 -1.479 0.607
C -3.100 -0.941 1.564
H -2.995 -1.894 2.244
C -1.937 -0.795 0.736
N -2.293 0.349 -0.006
C -1.919 1.599 0.144
O -2.315 2.581 -0.902
C -0.793 2.110 0.884
C 0.138 3.214 0.461
C 0.574 3.205 -0.933
H -0.213 3.439 -1.781
H 1.592 3.368 -1.231
O 0.807 1.721 -1.223
C 1.708 0.877 -0.761
C 2.656 1.325 0.271
C 3.725 0.327 0.825
O 4.567 0.842 1.552
N 3.627 -0.771 0.489
C 2.481 -1.346 -0.097
C 2.310 -2.779 -0.493
C 1.208 -3.175 -1.013
C 0.407 -2.301 -1.721
C 0.483 -1.007 -1.437
C 1.581 -0.361 -1.077
H -0.058 -0.344 -2.081
H -0.379 -3.002 -2.378
H 1.265 -4.177 -1.327
H 2.967 -3.501 0.165
C 4.521 -1.797 1.250
H 5.038 -2.226 0.378
H 5.158 -1.146 1.590
H 4.030 -2.391 1.906
H 2.857 2.279 0.312
H -0.546 4.094 0.440
H 0.961 3.628 1.208
H -0.058 1.240 0.988
H -1.213 2.383 2.191
C -3.259 0.078 -1.006
C -4.640 -0.257 -0.215
H -5.170 -0.815 -0.886
H -5.092 0.561 0.452
H -3.525 0.835 -1.658
H -2.902 -0.956 -1.568
H -1.341 -0.246 1.563
H -1.407 -1.545 0.330
H -3.554 -0.288 2.230
H -5.030 -2.978 1.909
H -5.931 -1.148 1.735
H -6.236 -2.281 0.504
*
```

Output
Lowest unoccupied orbital energy: -0.40 eV
HOMO energy: -7.87 eV

Density functional theory data (ωB97M-V/def2-TZVPD) for one molecule with the formula C19H25N3O3.

Geometry as ORCA input:
```
! RIJCOSX wB97M-V def2-TZVPD def2/J DEFGRID3
* xyz 0 1
C 3.783 2.452 2.989
O 3.922 1.060 2.863
C 2.831 0.329 2.474
C 1.593 0.865 2.172
C 0.568 0.003 1.776
C 0.796 -1.392 1.746
C 2.044 -1.924 2.049
C 3.051 -1.057 2.398
H 4.036 -1.420 2.642
H 2.229 -2.987 2.025
N -0.383 -2.012 1.411
C -1.351 -1.073 1.257
C -0.811 0.195 1.435
C -1.551 1.418 1.165
O -2.734 1.549 1.430
C -0.826 2.506 0.362
N -0.532 2.129 -1.008
C 0.699 1.399 -1.272
C 0.475 -0.039 -1.736
H -0.053 -0.593 -0.960
H 1.440 -0.525 -1.889
C -0.362 -0.093 -3.019
C -1.216 -1.356 -3.041
O -1.435 -2.058 -2.076
N -1.735 -1.643 -4.256
H -1.565 -1.065 -5.059
H -2.339 -2.442 -4.355
C -1.267 1.153 -3.110
C -1.685 1.601 -1.717
H -2.427 2.404 -1.781
H -2.157 0.752 -1.198
H -2.155 0.939 -3.707
H -0.724 1.968 -3.590
H 0.289 -0.121 -3.899
H 1.248 1.941 -2.055
H 1.325 1.391 -0.379
H 0.102 2.806 0.845
H -1.498 3.373 0.324
C -2.727 -1.451 0.858
H -3.142 -2.179 1.554
H -2.714 -1.897 -0.137
H -3.363 -0.570 0.857
C -0.565 -3.407 1.126
H -1.312 -3.844 1.792
H -0.897 -3.532 0.092
H 0.378 -3.931 1.262
H 1.407 1.923 2.257
H 3.523 2.920 2.033
H 3.029 2.716 3.738
H 4.755 2.818 3.314
*
```

Output
Lowest unoccupied orbital energy: 0.69 eV
SMILES: COc1ccc2c(c1)c(C(=O)CN1CCC(C(N)=O)CC1)c(C)n2C
HOMO energy: -7.81 eV

Density functional theory data (ωB97M-V/def2-TZVPD) for one molecule with the formula C19H25N3OS.

Geometry as ORCA input:
```
! RIJCOSX wB97M-V def2-TZVPD def2/J DEFGRID3
* xyz 0 1
C 2.070 2.024 7.085
C 0.975 1.224 6.447
C 1.089 0.768 5.144
C 0.074 0.021 4.550
C -1.074 -0.274 5.275
C -1.188 0.181 6.577
C -0.179 0.922 7.162
H -0.280 1.271 8.179
H -2.081 -0.049 7.139
H -1.861 -0.851 4.821
N 0.271 -0.401 3.230
C -0.554 -1.126 2.422
O -1.639 -1.553 2.745
C 0.027 -1.324 1.030
C -0.173 -0.053 0.198
H -1.244 0.128 0.083
H 0.247 0.801 0.737
C 0.485 -0.125 -1.184
C 0.428 1.241 -1.872
C 1.067 1.156 -3.263
N 0.454 0.165 -4.121
C -0.839 0.536 -4.662
C -1.098 -0.244 -5.902
N -2.240 -0.679 -6.295
C -2.153 -1.341 -7.474
C -0.905 -1.420 -7.999
S 0.231 -0.627 -6.976
H -0.587 -1.891 -8.907
H -3.048 -1.752 -7.905
H -0.808 1.600 -4.921
H -1.688 0.382 -3.978
C 0.464 -1.141 -3.487
C -0.178 -1.161 -2.093
H -0.072 -2.163 -1.677
H -1.245 -0.942 -2.174
H -0.048 -1.848 -4.143
H 1.511 -1.451 -3.407
H 1.022 2.127 -3.763
H 2.121 0.880 -3.157
H 0.955 1.989 -1.277
H -0.613 1.559 -1.965
H 1.540 -0.401 -1.056
H -0.501 -2.158 0.568
H 1.090 -1.569 1.092
H 1.153 -0.111 2.832
H 1.982 0.996 4.576
H 2.878 2.216 6.382
H 2.477 1.490 7.942
H 1.684 2.978 7.441
*
```

Output
Lowest unoccupied orbital energy: 0.58 eV
SMILES: Cc1cccc(NC(=O)CCC2CCN(Cc3nccs3)CC2)c1
HOMO energy: -8.43 eV

Density functional theory data (ωB97M-V/def2-TZVPD) for one molecule with the formula C19H25N3OS.

Geometry as ORCA input:
```
! RIJCOSX wB97M-V def2-TZVPD def2/J DEFGRID3
* xyz 0 1
C -2.792 1.994 1.097
H -2.021 1.771 1.830
H -3.521 2.660 1.552
H -3.294 1.072 0.810
C -2.171 2.671 -0.129
C -1.211 1.721 -0.781
N -1.622 1.032 -1.811
C -0.753 0.184 -2.399
C -1.164 -0.589 -3.503
C -0.283 -1.445 -4.104
C 1.036 -1.572 -3.641
C 1.468 -0.836 -2.571
C 0.584 0.048 -1.933
C 0.882 0.828 -0.789
N 0.016 1.626 -0.234
S 2.457 0.714 -0.006
C 2.029 1.502 1.570
H 1.809 2.554 1.396
H 2.915 1.410 2.201
C 0.827 0.841 2.248
O 0.054 1.487 2.922
N 0.764 -0.488 2.073
H 1.441 -0.924 1.465
C -0.350 -1.310 2.499
C -1.387 -1.486 1.370
C -1.214 -2.803 0.608
C 0.263 -3.152 0.465
C 0.883 -3.430 1.842
C 0.167 -2.668 2.968
H -0.688 -3.244 3.320
H 0.845 -2.534 3.812
H 1.944 -3.170 1.827
H 0.824 -4.498 2.060
H 0.379 -4.028 -0.175
H 0.772 -2.325 -0.036
H -1.674 -2.712 -0.378
H -1.721 -3.612 1.136
H -2.391 -1.440 1.791
H -1.289 -0.646 0.681
H -0.812 -0.770 3.333
H 2.479 -0.917 -2.199
H 1.709 -2.256 -4.135
H -0.600 -2.037 -4.951
H -2.179 -0.477 -3.848
C -1.464 3.959 0.285
H -0.719 3.736 1.044
H -2.183 4.662 0.697
H -0.972 4.422 -0.568
H -2.957 2.884 -0.859
*
```

Output
Lowest unoccupied orbital energy: -0.12 eV
SMILES: CC(C)c1nc(SCC(=O)NC2CCCCC2)c2ccccc2n1
HOMO energy: -8.76 eV